Entry 1:
Here is a 2-piece molecular cluster, C2H8N2S overall from the Open Molecules 2025 dataset. Energies are from ωB97M-V/def2-TZVPD.

```
13
Properties=species:S:1:pos:R:3:forces:R:3
C 0.944573 2.091520 1.306173 2.75 -1.07 0.17
H -2.411994 -0.366192 -1.450917 3.27 -1.77 0.85
N 0.931550 1.752732 2.539923 -0.60 0.47 -0.26
H 0.342038 -1.653072 0.365989 -0.10 -0.63 -0.68
H 1.718727 2.740913 0.898257 -0.18 0.87 0.21
H 1.577887 2.339659 3.084057 -0.61 -0.12 -0.39
H 0.609143 -2.806494 -1.052566 -0.13 0.42 0.00
H -0.312629 0.745847 0.408186 -0.10 -0.21 -0.10
S -1.316191 -1.571619 -1.480421 -3.14 0.20 -1.40
C 0.341419 -1.791986 -0.738285 -0.43 2.05 1.67
N 0.476967 1.348247 0.265992 -0.87 0.08 -0.23
H 0.977380 -0.990348 -1.084757 0.56 -0.36 -0.43
H 0.734324 1.599428 -0.683392 -0.43 0.05 0.58
```
Forces are in eV/Å.

Output
SMILES = [H]/N=C/N.CS
E_LUMO = -0.06 eV
HOMO energy = -9.116 eV
Spin multiplicity = 1
DFT total energy = -588.6093 Eh
Energy relative to the best compared isomer or geometry (same formula, charge and spin) = 44.31 kcal per mole
Net charge = 0
Gap between HOMO and LUMO = 9.06 eV

***

Entry 2:
Here is a 8-piece molecular cluster, C6H27O8 overall from the Open Molecules 2025 dataset. Energies are from ωB97M-V/def2-TZVPD.

```
41
Properties=species:S:1:pos:R:3:forces:R:3
H -3.232538 -2.467061 -0.584784 0.14 -0.01 0.19
H 1.165827 2.101170 -0.604463 0.64 0.52 -0.33
H -3.951551 0.836718 0.966018 0.60 -0.10 0.28
H 3.829225 1.987475 -0.620536 -0.07 -1.19 0.73
O -2.479271 -0.502726 -2.071840 0.14 -0.26 -0.31
C 1.565202 -0.114558 -1.770422 -0.40 0.19 -0.04
C -0.525165 1.994902 1.326306 0.05 0.61 -0.41
O -2.380637 -2.777903 -0.916140 -0.34 -1.17 -0.31
H 3.442182 2.995787 0.594003 -0.44 0.29 0.65
O -1.284259 1.177030 2.166849 0.25 -1.04 -0.80
C 3.279470 1.942958 0.353821 -0.70 2.67 -2.15
H 1.478835 0.853193 -2.316178 0.12 -0.72 0.37
H 2.322509 -0.703963 -2.209261 1.26 -0.37 -0.87
H -0.677852 3.093614 1.593965 -0.11 -1.26 -0.26
H -2.575678 -0.049764 -1.224466 -0.20 -0.47 0.25
H -0.938827 1.879522 0.262138 1.00 0.12 0.91
H 3.698934 1.378406 1.161533 0.35 -0.65 0.00
O 0.714708 -2.301194 1.903750 0.20 0.25 -0.29
O -1.670261 -1.139391 1.216231 0.24 -0.39 -0.76
C 1.880972 0.054926 -0.293027 -0.13 0.44 0.73
H -1.209321 1.829609 -3.096448 -0.55 -0.08 -0.36
H -1.766916 -2.689891 -0.174519 0.02 0.58 0.18
H -2.071716 -1.854097 1.715547 0.18 0.13 0.55
H 1.362718 2.626337 2.120274 0.19 -1.39 -0.82
H 2.876891 -0.359135 -0.053141 0.15 0.77 -0.51
H 0.698845 -0.718351 -1.987795 -0.85 0.20 0.21
H -1.306881 0.210050 1.695613 -0.60 1.33 1.42
O 1.990297 -3.502029 -0.211401 -0.01 -0.29 0.45
H -3.044545 -0.564576 0.772093 -0.89 1.54 0.45
H 1.118552 0.813288 2.074478 0.25 -0.13 0.27
H -2.485244 1.002756 -2.954974 0.62 0.48 -1.02
H 1.446989 -3.047944 0.474581 0.42 -0.14 -0.53
O -2.076974 1.715749 -3.526151 0.09 -0.26 0.97
H -2.334396 -1.474023 -1.869909 -0.02 1.29 0.08
H 0.166969 -1.528313 1.627367 -0.54 -0.67 0.40
H 0.773383 -2.310282 2.858509 -0.08 0.16 0.10
H 1.375862 -0.637650 0.394667 -0.92 0.62 -0.58
C 1.040502 1.721901 1.494108 -1.34 1.86 -0.47
H 1.956604 -3.015997 -1.034066 -0.25 0.30 0.03
C 1.779716 1.597375 0.132541 1.15 -2.54 2.24
O -3.953158 -0.053918 0.615128 0.39 -1.22 -0.61
```
Forces are in eV/Å.

Output
E_LUMO = 3.08 eV
HOMO energy = -6.110 eV
Spin multiplicity = 1
DFT total energy = -846.7428 Eh
Energy relative to the best compared isomer or geometry (same formula, charge and spin) = 31.07 kcal per mole
Net charge = -1
Gap between HOMO and LUMO = 9.19 eV

***

Entry 3:
Here is a 10-piece molecular cluster, C43H114N18O9P4 overall from the Open Molecules 2025 dataset. Energies are from ωB97M-V/def2-TZVPD.

```
188
Properties=species:S:1:pos:R:3:forces:R:3
O 2.375071 0.415686 -1.601838 -0.75 -0.25 0.51
H 2.902686 0.302308 2.744570 -0.84 -0.43 0.55
H -5.164568 -2.573104 -0.163160 0.21 0.57 -1.76
O 1.110220 -5.043719 0.050175 0.45 0.73 0.13
H -0.922763 -1.048579 3.499487 0.18 0.81 -0.23
H 3.009909 2.927456 -4.219195 -0.71 0.41 0.15
O 0.974067 2.990042 5.567001 0.98 -0.58 -0.67
H 4.233893 2.332383 3.667652 -0.66 0.26 0.07
C 1.218220 1.964854 4.924385 -1.86 0.30 0.56
C 0.373526 6.088507 2.234513 0.15 -1.20 0.09
O 5.119707 1.036578 1.619499 0.27 0.88 -0.74
O -1.524814 2.597026 1.939177 0.48 -0.80 -0.53
H 6.498012 -3.874212 1.420351 -0.18 -0.30 0.61
O -2.883574 -1.027999 0.432244 -0.61 0.05 -0.09
H 1.360136 -0.249282 3.781268 0.33 0.62 -0.80
H -1.502140 3.448392 -1.580743 0.87 0.10 -0.72
H 4.304167 2.019488 -1.828789 -0.98 -0.49 -0.03
H 0.892269 5.036772 -1.604930 0.18 -0.39 -0.37
H 5.459610 -1.631791 2.363975 -0.53 -0.65 0.25
H -2.940575 5.605068 -5.227035 0.38 0.49 1.27
N 2.394049 1.544809 4.408984 -1.19 -1.78 -0.72
H 1.714676 2.006109 -3.507379 -0.11 0.19 0.08
H 0.871918 -7.667052 3.419413 -0.22 -0.26 0.11
H -2.449261 -7.713427 -0.887050 0.92 1.00 -1.16
C -4.884995 -3.155958 3.039555 -0.04 -0.76 -1.01
P 0.319733 5.189094 -4.309480 0.69 -2.56 -0.86
H -0.899915 -3.506711 -3.119141 -0.87 -0.05 1.00
C 2.370151 -4.846379 -2.580051 1.26 0.12 -0.57
C 0.334991 0.568296 0.420884 -0.46 -0.34 0.54
H 4.286260 0.839200 -0.199005 -0.24 0.27 -0.06
C 5.102107 2.675410 -1.588575 0.94 1.51 0.17
H 0.885460 0.841246 1.306987 0.44 0.20 0.22
H -0.666682 2.682462 -5.349052 -0.96 1.04 0.27
N -0.538594 -6.746157 -0.748907 -1.37 -0.23 -2.10
H -4.204882 4.548953 1.918425 0.13 -0.09 -0.67
H 0.324831 6.432454 -7.335932 0.49 -0.58 0.03
C 5.051833 -2.189998 1.504846 1.87 0.22 -0.47
H -4.773503 2.244593 1.100720 -0.17 0.51 -0.16
C 1.205190 3.848765 1.629359 0.26 -0.94 -0.19
C -1.984365 -4.226714 0.017942 1.23 0.20 1.68
H -1.509108 -7.880539 -2.373464 0.69 -0.34 -0.17
H 4.737884 -1.351409 0.895460 -0.04 -0.04 -0.54
H -0.924908 5.417122 -6.885877 -0.57 -0.55 0.46
H -2.253597 -6.373062 -2.112360 0.06 0.62 0.40
H -6.360781 -0.804717 2.793324 0.05 -0.82 0.61
P -3.803304 -1.055197 1.600604 -1.97 0.86 -0.07
H 0.848975 2.939913 1.068571 0.48 1.07 0.53
H 0.625847 -2.717654 -0.104305 -0.37 0.75 -0.03
H -2.008085 6.508273 0.597139 0.23 -0.92 -1.75
H -4.353086 5.049169 3.555008 0.37 0.31 0.03
N -5.016714 0.217443 1.584365 1.14 -1.93 -0.80
H 5.894259 2.446471 -2.344233 -0.28 0.44 0.74
N 5.552850 2.420562 -0.193801 -0.25 0.14 -2.24
C -4.837605 1.296853 0.588968 -0.17 -1.70 -0.18
C -1.831358 4.838841 4.293201 1.74 -1.40 0.85
N -2.300245 4.839999 2.919585 -2.38 0.43 -0.45
O -0.999204 -1.505039 -5.506004 -0.58 0.75 1.28
C -1.606725 -3.504974 -2.235149 0.29 -1.24 -1.69
N 0.977850 -5.257171 -2.526054 -0.17 0.64 -0.40
H -2.737066 -0.313412 -1.706526 -0.10 -0.46 -1.00
H 2.762013 -4.475362 -1.614077 -0.49 -0.37 -0.44
H 6.185864 -3.320670 -0.159520 -0.43 0.58 0.58
N 1.503667 -5.726134 3.876915 -0.25 -0.84 -0.90
H -0.406044 -0.069961 -2.066414 0.55 -0.23 -1.03
C 6.663480 3.187058 0.288793 0.19 0.19 0.06
H -6.445587 -2.978510 0.946743 -0.20 -0.04 -0.20
N 0.859283 -0.611955 -0.219941 -0.55 0.86 1.57
H 7.174727 -2.410659 0.932613 0.88 1.02 0.07
O 1.067242 -3.451718 4.023153 0.09 -1.99 -0.97
H -0.719679 4.767429 4.413117 -0.87 0.06 -0.59
H -5.663453 1.206112 -0.159433 0.49 0.55 0.50
N 1.317248 4.083402 -3.456885 -0.95 0.68 -0.54
H -4.234290 -2.687046 3.723092 0.19 0.41 1.40
H 2.923526 -0.596597 4.319260 0.25 0.67 -0.18
H -3.261426 3.369139 -1.210433 1.60 -0.37 0.55
H 0.308858 1.291429 4.735434 1.35 0.30 -0.12
H -3.093497 0.924556 -2.855736 -0.59 -0.61 -0.30
N 4.318891 -5.365808 2.885803 0.49 -0.68 0.31
N -3.023785 -0.900074 3.016708 1.40 -0.46 -0.54
H -2.308012 3.344422 -5.763421 0.02 -0.10 -0.13
H 2.170025 -4.912797 5.605087 0.24 0.27 0.24
C -0.453074 0.088703 -3.169804 -0.86 1.82 0.95
C -1.717298 -7.156843 -1.596802 -0.70 -1.33 2.46
C 0.136436 5.373644 -7.041290 -0.16 1.91 0.99
H 2.399667 -7.166714 2.696023 -0.35 -0.01 -0.30
H 3.233982 3.372490 4.893114 0.61 -1.00 -0.57
H 2.976240 -5.750624 -2.892792 -0.35 0.95 0.35
H -3.894818 1.075689 0.066025 -0.33 0.39 0.18
C -1.762372 -1.635174 3.162763 -0.77 -1.15 1.97
H 3.206126 -6.318657 5.104868 -0.73 0.65 -0.56
C 1.374650 -6.841717 2.929076 0.60 -0.15 0.25
C -1.549765 3.292758 -4.979254 0.53 -1.90 0.56
C 1.024006 -4.570638 3.446660 -1.11 2.63 -0.22
N -1.223226 4.603418 -4.520589 -1.23 0.99 1.08
H 0.813775 -6.563908 2.002677 0.67 0.00 0.93
H 2.516779 6.299669 -5.935337 0.34 -0.49 -0.18
H -1.854192 -2.386086 4.010296 -0.08 0.52 -0.90
N -1.138891 -4.315781 -1.157588 -0.29 0.74 0.66
H 2.569108 -4.035022 -3.346270 -0.44 -0.83 0.65
H 1.380008 -6.643763 -4.027371 -0.89 -0.13 0.37
P 0.168114 -5.259348 -1.066264 0.62 -1.56 0.07
C 3.847675 -3.062955 1.763928 -0.30 0.20 0.55
H -4.308947 0.325164 4.054788 -0.17 0.60 -0.15
C 2.381734 0.166595 3.724100 0.94 1.17 1.10
H -2.544862 0.782200 4.136221 -0.16 0.35 0.00
H 2.642257 4.886727 -7.012856 0.41 -0.32 -1.59
C -3.286842 -0.012848 4.094147 -0.22 -0.45 1.00
C -6.373800 0.026639 2.130764 0.31 0.48 -1.11
H 3.371862 -3.362187 0.827995 -0.09 0.10 -0.10
C 1.893166 2.919117 -4.089317 0.54 -0.99 -0.02
H 1.446864 2.773853 -5.079754 0.25 0.06 0.28
C -2.188218 3.324783 -0.778531 -2.39 0.61 1.67
H -6.492988 0.915136 2.777000 -1.02 -0.25 -0.54
N 0.897373 4.946456 -5.880688 0.94 0.40 0.78
H -1.956621 6.334499 -3.722744 -0.85 0.09 -0.82
H 2.565732 4.773253 -1.925550 0.83 0.27 0.10
H 6.330047 4.166574 0.563758 -0.12 0.95 -0.17
C 6.273648 -2.958977 0.894828 -1.30 -0.63 -0.94
H 6.949166 2.761683 1.216177 0.62 -0.65 0.85
H 7.540642 3.265931 -0.394458 -0.84 -0.32 0.24
H 4.220221 1.921188 5.353288 -0.20 0.25 0.02
H 1.908349 4.426058 1.006540 -0.08 -0.32 0.10
H 0.811316 6.589397 1.377303 0.30 0.05 -0.21
H 1.274261 -7.395150 -0.050086 -0.04 -0.38 -0.17
H -5.248885 -4.207235 0.539433 0.34 0.68 0.23
C 4.957905 1.413554 0.453412 -0.08 -1.30 1.06
C -5.386438 -3.113553 0.701501 -0.60 -0.50 1.00
P -1.447500 4.054670 1.720784 0.68 0.09 1.23
H -5.955444 -3.103604 3.248961 -0.04 0.23 0.48
H 0.580025 -8.435136 -1.343257 0.19 -0.23 -0.26
H -2.568343 -3.970141 -2.478630 -0.16 0.38 -0.83
H -2.110686 5.667502 4.922029 -0.58 0.74 -0.32
H 2.937630 4.654663 -5.357220 0.34 -0.15 0.63
H -0.704721 -1.622053 0.429656 -1.22 -0.45 0.32
H -1.817072 -2.512230 -1.929481 0.05 1.10 0.44
H -2.015103 2.411234 -0.171529 -0.24 0.30 -0.89
H 0.571412 -5.312174 -4.684518 -0.25 0.81 0.35
H -1.969078 2.677033 -4.128655 0.14 0.47 -0.77
H -2.863893 -4.816890 0.077259 -1.08 -0.80 -0.88
H -2.690615 6.051854 -1.050671 -0.15 -0.17 0.20
H -7.220804 -0.220367 1.350787 1.57 1.02 1.27
C 4.192546 -4.332261 2.416883 -0.83 0.79 -0.12
H -3.159894 5.054177 -3.511280 0.39 -0.45 -0.22
O 0.334221 6.501063 -3.676479 -0.14 1.02 0.47
H -2.181056 3.938894 4.828935 -0.04 0.10 -0.24
H 0.235388 1.377577 -0.248643 0.30 1.00 -0.85
C 3.586426 2.353472 4.561665 0.28 0.18 0.62
C -2.903687 -0.173909 -2.813389 0.15 1.61 2.03
H 4.746314 3.762360 -1.703636 0.62 -1.56 0.15
H 1.720423 3.480049 2.539006 0.01 0.18 -0.42
N -2.092095 4.431990 0.227735 -0.19 -0.33 -0.27
C 0.363927 -7.849648 -0.458270 0.16 0.67 0.50
C 2.176639 -5.884102 5.139355 -0.26 -1.63 1.32
H -1.443208 -4.570044 0.902356 0.37 -0.10 -0.09
H -0.555486 6.545442 2.456860 -0.76 0.77 0.41
H -2.831279 -1.601641 -4.728647 -1.27 -0.42 -0.30
C 2.360445 5.210169 -6.058776 -1.82 1.27 1.01
C -2.429459 5.466372 -4.224401 1.55 -0.32 -0.70
H -0.669646 0.344908 0.761049 -0.24 -0.03 0.06
C 0.569697 -5.913684 -3.774413 0.26 -0.85 0.34
H 0.490498 -4.710527 2.437890 0.75 0.50 1.16
H -0.346028 1.216279 -3.299793 -0.41 -1.20 -0.02
H -0.995086 5.809261 -0.765905 1.71 0.76 -0.86
C -3.754066 4.427495 2.883655 0.18 -0.61 1.45
H 1.614277 -6.610912 5.834576 0.43 1.04 -1.07
C -1.852660 -1.187531 -4.664683 1.62 -0.84 -1.42
H 0.340065 4.715651 -7.826883 0.33 -0.86 -1.47
H 1.023680 6.119576 3.102424 0.26 0.46 0.14
H -0.431255 -6.375485 -3.663776 0.77 0.08 -0.16
C 1.773320 -0.568361 -1.148693 1.81 -0.43 -1.50
N -1.733719 -0.429668 -3.573887 0.54 -0.17 -0.75
H -2.255958 -3.216905 0.297609 -0.06 0.44 -0.59
H 1.981802 -1.573815 -1.567327 0.03 0.05 0.12
N 0.088031 4.682815 1.993681 -1.05 -0.26 -0.90
H -4.631110 -4.228915 3.009519 0.01 0.22 -0.08
C -1.932189 5.789146 -0.309866 -1.35 0.21 2.53
H -3.227216 -0.607789 5.018041 0.14 0.23 0.09
H 3.089844 -2.500398 2.360677 0.44 -0.68 -0.26
H -3.714544 -0.802122 -3.170494 -0.22 0.31 0.12
H 1.599903 3.402098 -1.391234 -0.17 0.41 -0.94
N -4.605048 -2.536968 1.766290 0.53 0.01 -0.18
H -1.482056 -2.165938 2.283810 0.03 -0.30 -0.62
C 1.604800 4.314527 -2.045408 -0.69 -0.14 0.60
H -0.058361 -8.489187 0.311393 -0.14 -0.23 0.06
H 0.253954 -0.369690 -3.829434 0.86 -0.43 0.23
C 0.338165 -1.781032 0.425854 1.62 -2.07 -0.97
H -3.961258 3.367821 3.286080 0.76 1.19 -0.79
H 0.759365 -1.985532 1.414685 -0.16 0.63 0.27
```
Forces are in eV/Å.

Output
SMILES = CN(C)P(=O)(N(C)C)N(C)C.CN(C)P(=O)(N(C)C)N(C)C.CN(C)P(=O)(N(C)C)N(C)C.CN(C)P(=O)(N(C)C)N(C)C.CN(C)C=O.CN(C)C=O.CN(C)C=O.CN(C)C=O.CN(C)C=O.CCCC#N
E_LUMO = 0.44 eV
HOMO energy = -8.418 eV
Spin multiplicity = 1
DFT total energy = -4735.0980 Eh
Net charge = 0
Gap between HOMO and LUMO = 8.86 eV

***

Entry 4:
Here is a 2-piece molecular cluster, C12H16N2 overall from the Open Molecules 2025 dataset. Energies are from ωB97M-V/def2-TZVPD.

```
30
Properties=species:S:1:pos:R:3:forces:R:3
H -3.155333 0.144688 2.943746 -2.63 3.33 5.01
H -0.249724 3.595628 -1.305181 -3.41 0.57 -2.23
H -0.294134 1.633002 0.329483 -1.12 0.61 -1.01
C 3.003305 -0.560713 0.058550 2.03 -5.95 -1.36
H 1.386817 3.259458 -1.575578 0.66 1.19 -0.22
N -2.753429 -0.335040 2.292432 4.54 -4.59 -2.37
C 1.235991 0.598303 -1.705363 0.04 -0.67 -2.32
C 1.490805 1.157593 -0.480568 0.27 -0.13 -0.13
H 0.855571 2.527883 1.012211 0.90 0.05 0.67
H -3.630336 0.599017 0.433597 1.55 -1.49 2.00
H 0.697978 4.323735 -0.210004 1.12 3.13 1.93
C 0.644832 3.568764 -0.861976 0.63 -6.04 0.54
C -1.835448 -1.357308 2.412933 1.19 -2.80 -0.54
H 3.346131 -1.140779 0.956147 0.61 0.32 -1.42
H -1.480264 -1.823723 3.369701 -0.66 1.03 -0.93
C 1.896816 -0.626552 -2.090860 -0.13 1.00 -1.19
C -2.193630 -1.548286 -1.136319 3.80 1.06 -1.71
C -2.166183 -1.127543 0.286558 -0.62 0.47 2.67
H 3.317782 -2.204068 -1.467568 -0.87 1.81 0.30
H -1.054045 -1.581490 -1.546629 -2.27 -0.41 1.24
N -1.459983 -1.959197 1.221441 -2.66 4.15 1.61
C 2.462155 0.563558 0.363446 -3.20 3.89 1.78
H 0.568319 1.077719 -2.531332 0.89 -0.81 1.99
C -2.916392 -0.140204 1.017305 -0.97 -0.04 -7.56
C 0.582652 2.202558 0.027079 0.63 1.59 0.51
H 2.506240 0.876973 1.425780 0.03 0.20 -0.83
C 2.818752 -1.190673 -1.251936 0.52 -1.18 1.58
H -2.551668 -0.891336 -1.942871 -0.80 0.05 0.89
H -2.589384 -2.533849 -1.201973 -0.37 -0.73 -0.31
H 1.677995 -1.040174 -3.119726 0.32 0.37 1.39
```
Forces are in eV/Å.

Output
SMILES = Cc1c[nH]cn1.CCc1ccccc1
E_LUMO = 0.78 eV
HOMO energy = -8.215 eV
Spin multiplicity = 1
DFT total energy = -576.2367 Eh
Energy relative to the best compared isomer or geometry (same formula, charge and spin) = 89.93 kcal per mole
Net charge = 0
Gap between HOMO and LUMO = 8.99 eV